The following is a quantum chemistry calculation of 7 unconnected molecules or ions with the total composition C7H28N4O7 at a distorted geometry, from the Open Molecules 2025 dataset.

As for the SMILES: NC(N)=O.NC(N)=O.CO.CO.CO.CO.CO. Its energy relative to the best compared isomer or geometry (same formula, charge and spin) is 3.338 eV.

XYZ file:
```
46
Properties=species:S:1:pos:R:3:forces:R:3:nbo_charge:R:1
O 1.26300 24.73200 21.44500 4.399 -3.933 0.789 -0.78
O -2.78800 22.82300 18.50000 0.920 2.870 -3.291 -0.73
O 2.62900 25.11900 18.20400 -0.561 1.145 1.480 -0.77
O -1.05300 26.48500 15.45400 -1.798 0.088 0.221 -0.73
O -5.59100 26.51900 19.29600 -1.761 1.607 -1.516 -0.71
O -0.63300 25.89400 19.80100 -0.623 -0.296 -1.085 -0.79
O 0.77000 21.72500 20.72800 -0.682 -0.704 -0.635 -0.73
N -1.66600 24.58200 17.50000 1.557 4.473 0.878 -0.83
N 2.52900 23.01700 22.51000 1.518 -2.515 3.254 -0.80
N -2.63900 23.16200 16.27300 -4.826 -4.886 -7.659 -0.83
N 3.11700 23.67600 20.56000 2.484 0.408 -3.608 -0.80
C 0.32700 22.31000 19.50400 0.308 0.688 0.525 -0.25
C 2.28900 23.82400 21.52000 -5.259 5.858 0.412 0.73
C -2.45900 23.56200 17.45400 1.094 -2.587 10.321 0.73
C -4.38600 25.88300 19.34200 1.542 -1.811 1.870 -0.25
C -1.34000 26.67000 20.73800 0.341 1.210 -0.828 -0.24
C -0.48900 27.25900 16.48800 0.900 -0.726 0.560 -0.27
C 2.47100 26.44300 18.86700 1.601 -1.356 0.102 -0.26
H -0.53400 27.22500 21.21900 -0.658 0.596 0.642 0.17
H 1.16800 22.52500 18.84900 0.285 0.014 -0.182 0.15
H 2.92400 25.21400 17.30700 0.166 0.305 -0.508 0.48
H -3.07000 22.19800 16.39100 0.971 1.037 -0.309 0.39
H -1.20900 27.57100 17.24200 -0.461 -0.157 -0.334 0.20
H -3.99600 25.98400 20.39800 -0.053 0.021 -1.331 0.17
H -1.56600 25.28200 16.72000 -0.228 -1.768 0.615 0.41
H 0.04900 25.39700 20.26500 0.419 -0.322 0.402 0.52
H 3.21000 27.13000 18.47400 0.446 0.064 0.096 0.17
H 2.12300 23.12900 23.43400 0.007 -0.097 -0.574 0.43
H 1.39500 22.29600 21.14800 -0.281 -0.245 0.078 0.45
H 1.53500 26.87800 18.66700 -1.415 0.139 -0.074 0.19
H 3.97500 23.13900 20.57000 -0.447 0.059 0.288 0.39
H -4.50100 24.81900 19.17500 -0.037 -0.573 0.109 0.18
H -0.20800 23.27400 19.66100 0.037 -0.898 -0.039 0.18
H -5.73200 26.73400 18.35300 -0.354 -0.046 0.891 0.46
H -2.07000 27.34100 20.19500 1.009 -0.597 0.557 0.17
H -3.50200 23.62100 15.96100 0.471 0.450 -0.847 0.38
H 3.34900 22.36200 22.37500 -1.701 1.163 0.771 0.40
H 0.21700 26.58500 17.04000 -0.037 1.093 -0.367 0.18
H 2.61000 26.29600 19.97100 -0.231 0.097 -1.149 0.21
H -1.90700 26.08700 21.43600 -0.209 -0.448 0.517 0.17
H 2.98500 24.26300 19.75900 -0.037 -0.061 -0.748 0.44
H -0.27900 21.56600 19.02800 -0.617 -0.073 -0.235 0.19
H -3.67600 26.16400 18.58100 0.499 0.762 -0.047 0.15
H -0.09000 28.13800 16.00900 0.750 0.441 0.426 0.18
H -1.40000 24.96900 18.40200 -0.183 -0.103 0.189 0.43
H -0.35600 26.18800 14.89500 0.737 -0.386 -0.627 0.47
```
Positions in Å, forces in eV/Å.

***

The following is a quantum chemistry calculation of 8 unconnected molecules or ions with the total composition C7H28N9O10 at a distorted geometry, from the Open Molecules 2025 dataset.

As for the charge: -1. Its energy relative to the best compared isomer or geometry (same formula, charge and spin) is 3.158 eV.

XYZ file:
```
54
Properties=species:S:1:pos:R:3:forces:R:3:nbo_charge:R:1
O 2.21010 2.28302 0.60705 1.598 -0.916 1.308 -0.70
O -2.98402 -0.58177 -0.48212 -1.963 0.317 -0.159 -0.77
O -3.12103 4.62282 -2.70742 -0.983 0.731 0.228 -0.72
O 3.86710 -0.95967 -0.75379 1.127 -0.959 -0.662 -0.75
O -0.42060 0.34999 -0.56431 -2.681 2.374 0.324 -0.58
O -1.16284 -0.50335 4.85267 -1.091 0.255 2.659 -0.70
O 0.71028 -1.19714 0.30142 0.085 -1.845 3.666 -0.52
O 0.11182 -4.57553 1.10869 1.200 -0.526 -0.452 -0.65
O 0.63233 0.30351 -4.56366 -0.471 1.400 0.193 -0.74
O 1.32383 -0.39570 -1.50876 0.509 1.092 -1.189 -0.54
N 0.54440 -0.37752 -0.55108 1.723 -1.390 -2.751 0.76
N -4.17321 2.71976 -2.13798 -3.966 -0.475 0.965 -0.83
N 1.40949 -5.34940 2.82164 0.317 -4.960 -0.029 -0.85
N 1.40454 -3.29877 2.49836 0.186 2.771 -1.193 -0.85
N -2.02273 2.76771 -2.45401 4.345 -3.337 0.246 -0.82
N 2.07982 4.43518 -0.01600 2.492 3.045 0.291 -0.85
N 0.02625 0.17412 3.12718 2.217 2.183 -2.185 -0.83
N 0.44578 3.04363 -0.34094 -6.519 0.214 -2.746 -0.81
N -1.24789 -1.58655 2.89054 -0.708 -0.283 -0.830 -0.85
C -0.84489 -0.59974 3.69944 -0.529 -1.143 1.501 0.75
C 0.10750 -0.95788 -4.82061 1.005 -0.767 -0.559 -0.24
C -3.12842 3.42459 -2.42326 1.619 3.142 -1.508 0.74
C 4.30666 -1.10347 0.57503 -0.855 1.720 -0.184 -0.25
C 0.97422 -4.45036 1.96893 -2.052 2.600 1.039 0.76
C -3.54466 0.05757 0.69110 2.065 -0.260 0.143 -0.28
C 1.58815 3.21538 0.14524 3.140 -1.333 0.689 0.75
H 4.13849 -0.10351 0.97488 0.246 0.026 0.949 0.17
H 1.71962 -5.11582 3.75403 -0.187 -0.676 -0.507 0.39
H 0.69020 0.42078 -3.61260 0.213 -0.084 0.397 0.49
H -1.64228 -2.39579 3.34847 0.321 0.010 -0.646 0.41
H -4.62523 0.11135 0.82373 0.042 -0.455 -0.728 0.17
H 1.30562 -2.49082 1.90042 0.304 0.387 0.567 0.43
H -0.67282 -1.54736 2.06117 -0.695 -1.637 -0.443 0.40
H -2.00114 1.80680 -2.14375 0.194 -0.005 -0.062 0.40
H -3.12477 1.06276 0.72809 -0.313 0.365 0.150 0.16
H 0.05988 3.79844 -0.88999 -0.328 -0.378 0.135 0.37
H 5.38006 -1.28494 0.62964 -0.136 -0.454 -0.175 0.16
H -3.06742 -0.48901 1.50448 -0.613 0.176 0.601 0.19
H 0.13761 -0.02912 2.14412 0.784 0.954 -0.074 0.40
H -4.23790 1.71595 -2.04695 0.066 0.349 0.106 0.42
H 0.05858 2.12036 -0.47418 -0.016 -0.169 0.225 0.43
H 0.13591 -1.04702 -5.90658 -0.207 -0.261 -0.050 0.16
H 1.93722 -3.35043 3.35492 0.088 0.877 -0.767 0.37
H 0.83193 -1.65869 -4.40569 -0.347 -0.662 -0.008 0.17
H -1.13610 3.13066 -2.77379 -0.602 0.244 -0.038 0.40
H -4.94224 3.36696 -2.03876 -0.574 -0.898 0.098 0.40
H 1.61620 5.22990 -0.43264 -0.093 -0.530 0.037 0.38
H 0.43813 0.98682 3.56302 -0.323 -0.318 -0.208 0.41
H 1.08360 -6.24506 2.48744 0.278 -0.535 1.268 0.40
H 3.68330 -1.79648 1.14007 0.304 -0.408 0.102 0.15
H -0.89808 -1.18938 -4.46946 -0.113 0.332 0.239 0.16
H 3.08888 4.47424 0.00366 -0.252 0.167 0.213 0.40
H -2.04650 -0.38790 -0.41092 0.523 0.002 -0.109 0.49
H 2.99726 -0.55414 -0.77620 -0.375 -0.070 -0.080 0.49
```
Positions in Å, forces in eV/Å.

***

The following is a quantum chemistry calculation of 7 unconnected molecules or ions with the total composition C7H28O7, from the Open Molecules 2025 dataset.

As for the SMILES: CC(C)O.CCO.CCO.O.O.O.O. Its energy relative to the best compared isomer or geometry (same formula, charge and spin) is 0.000 eV.

XYZ file:
```
42
Properties=species:S:1:pos:R:3:forces:R:3:nbo_charge:R:1
O 1.37150 -0.88328 -2.28311 -0.005 0.083 -0.004 -0.96
O 0.20954 2.96414 -0.15348 0.001 -0.072 0.038 -0.75
O -1.74479 -3.30481 -2.61950 0.028 -0.038 -0.022 -0.95
O -1.57651 -3.48013 0.36125 0.106 -0.088 -0.011 -0.97
O 2.32575 -1.86011 1.92073 0.094 0.038 -0.046 -0.75
O 0.11175 -1.17273 0.26876 0.185 0.162 -0.044 -1.01
O -1.62936 0.99161 0.51542 0.055 0.132 0.142 -0.78
C -3.40089 2.56192 0.01338 -0.062 -0.381 0.244 -0.64
C 4.58424 -1.57539 2.60176 0.453 0.119 0.063 -0.62
C 0.99917 2.10677 -0.99720 0.240 0.356 -0.300 -0.08
C 3.49428 -1.09807 1.66861 -0.189 0.050 0.078 -0.06
C 1.81001 2.88545 -2.02163 0.224 -0.144 0.185 -0.63
C -2.92682 1.11193 -0.05999 -0.051 0.399 -0.572 0.10
C -3.85610 0.15466 0.62586 -0.045 -0.348 0.466 -0.62
H -0.84611 -4.11034 0.32752 0.020 0.019 0.067 0.49
H 0.89693 -1.06015 -1.45186 0.034 -0.054 -0.058 0.49
H -0.26199 -0.28253 0.39658 -0.310 -0.135 -0.014 0.51
H -2.88165 0.82182 -1.12351 0.111 0.060 0.122 0.16
H 4.55167 -2.66237 2.67238 0.008 0.010 0.019 0.22
H 1.64240 -1.60557 1.28010 -0.124 -0.001 0.130 0.50
H 5.57919 -1.28666 2.24594 -0.148 -0.029 -0.101 0.20
H 0.73488 3.20416 0.61520 0.007 0.129 -0.034 0.48
H -3.48196 -0.86769 0.52804 -0.090 0.013 -0.087 0.21
H -4.42590 2.64216 -0.34620 -0.008 0.039 -0.118 0.21
H -0.64315 -1.76677 0.38852 0.046 -0.110 0.022 0.50
H 1.69249 1.53093 -0.38170 -0.147 -0.256 0.052 0.16
H 1.18534 3.52151 -2.64331 -0.083 0.053 0.029 0.22
H 2.57064 3.49240 -1.52224 -0.126 0.093 -0.059 0.20
H 3.29383 -0.02946 1.84439 0.071 -0.063 -0.107 0.14
H 0.30463 1.43781 -1.49957 0.028 -0.103 0.071 0.20
H -1.13890 1.81543 0.34125 0.060 -0.025 0.000 0.51
H -2.75852 3.19895 -0.59153 0.015 0.131 0.045 0.22
H -2.65178 -3.02439 -2.76822 -0.002 0.008 -0.009 0.46
H -3.92599 0.36114 1.69785 -0.005 0.128 -0.075 0.21
H -1.64629 -3.31678 -1.65964 -0.148 0.046 -0.024 0.48
H 2.21821 -0.51970 -2.01031 0.044 -0.079 0.006 0.45
H -3.39064 2.89520 1.05582 0.077 0.052 -0.097 0.21
H 4.49593 -1.14649 3.60069 -0.236 -0.138 0.022 0.21
H -4.85368 0.21860 0.19150 0.005 -0.081 -0.018 0.21
H -2.18390 -3.83292 1.01917 -0.038 0.033 -0.007 0.49
H 2.34344 2.18715 -2.67288 -0.118 0.002 0.014 0.22
H 3.80915 -1.21741 0.62516 0.024 -0.009 -0.009 0.15
```
Positions in Å, forces in eV/Å.

***

The following is a quantum chemistry calculation of 7 unconnected molecules or ions with the total composition C7H28O7 at a distorted geometry, from the Open Molecules 2025 dataset.

As for the SMILES: CO.CO.CO.CO.CO.CO.CO. Its energy relative to the best compared isomer or geometry (same formula, charge and spin) is 4.624 eV.

XYZ file:
```
42
Properties=species:S:1:pos:R:3:forces:R:3:nbo_charge:R:1
O 0.88989 5.02075 2.53039 -0.455 -0.894 -0.199 -0.72
O -3.79281 -0.69712 -3.63195 1.936 -0.325 -2.225 -0.71
O -2.69178 -3.60335 -1.04991 0.081 -0.119 0.052 -0.73
O 2.85296 4.85339 -4.05829 -0.209 1.026 0.500 -0.72
O 0.90989 -5.11369 -0.47459 0.046 1.029 1.026 -0.72
O 2.45843 0.28999 5.71162 -0.216 -0.201 0.207 -0.72
O 1.46349 0.88895 1.41455 -0.035 -0.462 -0.123 -0.73
C -4.76029 -0.26479 -2.79576 -1.598 0.098 1.902 -0.24
C 1.12105 0.37264 0.13592 -0.135 0.371 -0.617 -0.25
C -3.51918 -4.74154 -1.20598 0.100 -0.385 -0.614 -0.25
C 1.05891 -6.04895 -1.47792 0.470 -0.661 -0.742 -0.24
C 1.25411 5.81895 3.61838 0.449 1.701 0.056 -0.24
C 3.58247 3.66045 -3.99095 -0.551 -0.827 -0.802 -0.24
C 1.26693 0.24557 6.48246 -0.206 0.540 0.106 -0.25
H 1.88022 6.61199 3.20950 0.658 0.016 0.497 0.16
H 0.55586 -6.97426 -1.19716 -0.434 -0.129 -0.507 0.16
H -3.01709 -5.63889 -0.84438 0.000 0.265 0.560 0.18
H 4.14766 3.56656 -3.06367 0.005 0.352 -0.170 0.19
H 1.75320 5.29993 4.43669 0.100 -0.366 -0.415 0.18
H 0.45039 6.40102 4.06928 -0.661 -0.384 -0.027 0.16
H 2.10214 -6.33280 -1.61650 0.218 0.247 0.238 0.17
H 1.03403 5.53397 1.73200 -0.082 -0.122 0.052 0.47
H -3.65263 -4.96755 -2.26391 -0.278 0.126 -0.228 0.16
H -4.49613 -4.59737 -0.74460 0.005 -0.176 0.166 0.17
H -5.49468 -1.07025 -2.79228 -0.646 0.216 0.878 0.15
H 4.20095 3.57615 -4.88451 0.559 -0.124 0.208 0.16
H 0.46946 -0.39268 6.10195 0.329 -0.565 -0.168 0.16
H 2.25181 0.51892 4.80249 -0.122 -0.009 -0.079 0.47
H 1.28509 1.83176 1.44413 -0.092 0.044 -0.092 0.47
H -4.26440 -0.91349 -4.43966 0.540 -0.153 -0.383 0.46
H -4.29768 -0.11159 -1.82077 -0.310 -0.125 0.170 0.18
H 1.42574 1.03694 -0.67275 0.441 0.127 -0.024 0.16
H 0.12142 -4.60959 -0.68856 -0.076 0.165 0.287 0.47
H -3.03294 -2.95749 -1.67286 0.187 0.302 0.010 0.47
H 1.53888 -0.04066 7.49845 0.006 -0.176 -0.164 0.18
H 1.58599 -0.59708 -0.04182 0.122 0.104 0.392 0.19
H 2.17234 4.76361 -4.72935 0.067 -0.006 0.019 0.46
H -5.26602 0.66320 -3.06259 0.078 0.234 -0.288 0.16
H 2.87270 2.83518 -4.04830 0.125 -0.423 0.254 0.16
H 0.05307 0.25912 -0.05021 -0.303 -0.135 0.545 0.16
H 0.77557 1.21620 6.54985 0.205 0.407 0.048 0.15
H 0.75100 -5.59210 -2.41844 -0.317 -0.600 -0.304 0.16
```
Positions in Å, forces in eV/Å.

***

The following is a quantum chemistry calculation of 7 unconnected molecules or ions with the total composition C7H29NO6 at a distorted geometry, from the Open Molecules 2025 dataset.

As for the SMILES: CCNCCC(C)C.O.O.O.O.O.O. Its energy relative to the best compared isomer or geometry (same formula, charge and spin) is 0.000 eV.

XYZ file:
```
43
Properties=species:S:1:pos:R:3:forces:R:3:nbo_charge:R:1
O -2.54985 0.18156 -0.04899 1.151 1.228 1.797 -1.00
O -3.28563 -0.71457 -2.07990 -0.958 -0.123 -1.543 -0.95
O -2.05889 -2.91925 -1.13096 0.067 1.198 -0.086 -0.99
O 0.30249 2.94886 2.38391 -0.918 0.572 -1.167 -0.98
O 2.90350 2.27762 2.32476 0.844 0.386 -0.667 -0.95
O -1.73362 2.75511 0.53681 0.283 0.506 0.214 -0.99
N 0.50981 -2.47366 0.44884 0.821 0.912 -0.363 -0.65
C 1.48176 -1.46911 -0.07809 -0.485 -0.726 0.057 -0.22
C -0.33633 -1.78456 2.64329 -0.423 -0.842 2.554 -0.63
C 0.88215 0.71466 -1.45562 0.633 0.127 -0.587 -0.21
C -0.13861 1.17494 -2.51657 -0.194 0.294 0.390 -0.60
C 0.83955 -0.83861 -1.35539 0.564 0.793 -1.300 -0.42
C 2.29447 1.22555 -1.90547 -1.165 -0.678 0.409 -0.61
C 0.62647 -2.65792 1.87794 -0.652 -1.693 0.342 -0.21
H -1.86933 -0.27370 0.47578 -0.393 -0.195 -0.242 0.47
H 1.76299 -0.68028 0.69877 -0.597 -0.453 -0.806 0.13
H -1.39059 -2.07556 2.52252 0.280 0.349 -0.855 0.22
H -3.92707 -0.43824 -1.40598 0.632 0.030 -0.241 0.50
H 1.16868 3.34792 2.25335 0.245 -0.477 0.514 0.51
H -0.11012 -0.77159 2.39430 -0.387 1.025 -0.028 0.19
H 1.22347 -1.09852 -2.39166 0.121 -0.606 1.426 0.21
H -0.29600 -1.92634 3.78597 0.624 0.369 -1.449 0.20
H 2.40645 -2.07058 -0.19353 -0.183 0.721 -0.547 0.20
H 0.69456 1.10806 -0.46146 -0.500 0.391 0.101 0.19
H -0.34215 2.26276 -2.58868 0.515 -0.467 0.308 0.21
H -0.20774 -1.15412 -1.42499 0.146 0.053 0.311 0.22
H 2.18567 2.11188 -2.53313 0.240 0.253 0.488 0.21
H -0.96353 2.87525 1.13029 -0.035 -0.339 -0.041 0.51
H -2.80132 -3.51207 -1.10077 -0.378 -0.431 0.030 0.47
H 0.15599 0.84002 -3.51695 0.039 -0.094 0.136 0.20
H 2.53517 1.39561 2.32444 -0.204 -0.377 -0.016 0.48
H -0.42661 -2.30094 0.08408 0.159 -0.319 0.457 0.39
H 3.45129 2.30581 1.51687 -0.294 0.003 0.581 0.48
H 2.67929 0.45395 -2.55815 0.562 -0.172 -0.106 0.20
H 0.21564 2.51532 3.22007 0.383 -0.126 0.721 0.49
H 2.93042 1.35389 -1.02285 0.199 0.177 -0.450 0.19
H -2.77810 0.08162 -2.30868 -0.391 -0.497 0.394 0.49
H -2.45959 -2.04569 -1.41247 0.329 -0.859 0.068 0.50
H 0.36477 -3.73072 2.17352 0.744 1.092 -0.492 0.18
H -2.18601 3.59856 0.62936 -0.272 -0.072 -0.169 0.48
H 1.68043 -2.44010 2.14138 -0.549 -0.314 0.124 0.18
H -1.08899 0.72639 -2.26709 -0.279 -0.158 -0.078 0.19
H -2.34495 1.12079 0.19110 -0.323 -0.465 -0.192 0.50
```
Positions in Å, forces in eV/Å.

***

Number 1: gap between HOMO and LUMO 8.81 eV, total energy -28002.6951 eV. Number 2: gap between HOMO and LUMO 9.37 eV, total energy -41598.9437 eV. Number 3: gap between HOMO and LUMO 9.95 eV, total energy -22045.8781 eV. Number 4: gap between HOMO and LUMO 10.39 eV, total energy -22041.2537 eV. Number 5: gap between HOMO and LUMO 8.26 eV, total energy -21503.8136 eV.